[1]
Below is one molecule with the formula C4H6O2 at a distorted geometry, with properties calculated with ωB97M-V/def2-TZVPD.

**Structure (SMILES)**: C[C@@]1(C=O)CO1
**E_tot**: -306.38633 Ha
**Energy relative to the best compared isomer or geometry (same formula, charge and spin)**: 314.96 kJ/mol
**Max |F|**: 1.9 eV Å⁻¹
**Highest occupied orbital energy**: -10.040 eV
**LUMO energy**: 0.026 hartree

Cartesian coordinates (Å):
C: -0.812 -1.138 -0.290
C: 0.076 0.167 0.323
C: 1.476 -0.300 0.131
O: 1.618 -1.326 -0.488
C: -0.372 1.568 0.119
O: -0.015 1.159 1.416
H: -0.950 -1.950 0.434
H: -1.737 -0.699 -0.629
H: -0.418 -1.691 -1.190
H: 2.362 0.193 0.563
H: 0.225 2.309 -0.418
H: -1.453 1.709 0.030

Cartesian forces, eV/Å:
C -0.31 1.10 0.87
C -0.29 -1.00 -1.58
C 0.29 -0.50 -0.62
O 1.37 0.08 0.16
C -0.02 -0.24 -0.44
O -0.57 -1.49 -0.21
H -0.19 0.54 0.14
H -0.64 -0.12 0.38
H 0.30 1.41 1.04
H -0.32 0.41 0.13
H 0.13 -0.13 0.44
H 0.24 -0.06 -0.29



[2]
Below is an isolated ion of composition C10H15N2OS and charge +1 at a distorted geometry, with properties calculated with ωB97M-V/def2-TZVPD.

**E_tot**: -972.50346 Ha
**Energy relative to the best compared isomer or geometry (same formula, charge and spin)**: 594.52 kJ/mol
**Max |F|**: 3.3 eV Å⁻¹
**Highest occupied orbital energy**: -12.978 eV
**LUMO energy**: -0.137 hartree
**Total charge**: +1

Cartesian coordinates (Å):
C: -2.646 -2.480 -2.919
C: -2.205 -1.358 -2.802
C: 0.930 1.615 0.973
C: 0.770 0.699 2.149
C: 1.441 0.941 -0.284
C: -0.408 -0.213 1.914
C: 0.829 -0.470 -0.475
C: -0.308 -0.889 0.543
C: -0.413 0.287 -2.426
C: -1.848 -0.009 -2.763
N: 0.351 -0.702 -1.899
N: -1.624 -0.667 -0.232
O: -2.731 -0.795 0.530
S: -1.769 0.771 -1.092
H: -3.205 -3.379 -2.950
H: -0.067 2.005 0.921
H: 1.607 2.445 1.054
H: 1.707 0.205 2.395
H: 0.565 1.304 3.053
H: 1.418 1.644 -1.052
H: 2.478 0.871 -0.158
H: -0.336 -0.932 2.700
H: -1.426 0.235 1.943
H: 1.573 -1.175 -0.158
H: -0.342 -2.004 0.798
H: 0.189 0.950 -2.981
H: -2.253 0.710 -3.459
H: -2.848 -1.728 0.816
H: 0.034 -1.630 -1.927

Cartesian forces, eV/Å:
C 0.35 1.73 0.38
C -1.74 -2.44 -0.60
C 0.11 0.18 -0.21
C 0.35 1.38 1.23
C -1.40 -1.23 1.62
C 0.46 0.22 -0.52
C -0.21 0.26 -0.15
C -1.94 -0.29 -0.54
C -1.12 -2.05 0.29
C 1.91 1.20 -0.38
N 2.40 -0.20 2.32
N 2.70 -0.52 -0.50
O -2.13 -0.26 1.67
S -0.50 0.54 0.28
H 0.17 -0.43 -0.14
H -0.68 0.74 -0.90
H 0.16 0.56 0.91
H 0.00 -0.61 -0.12
H 0.04 -0.19 -0.37
H -0.86 0.77 -1.88
H 1.65 -0.72 0.34
H -0.46 -0.81 0.43
H 0.97 0.22 0.41
H 0.75 -0.44 -0.83
H 0.37 1.20 -1.22
H -0.18 2.07 0.00
H -0.40 -0.11 -0.26
H 0.30 0.47 -0.72
H -1.06 -1.23 -0.54



[3]
Below is one molecule with the formula C4H10OS at a distorted geometry, with properties calculated with ωB97M-V/def2-TZVPD.

**Structure (SMILES)**: CO[C@@H](C)SC
**E_tot**: -631.78815 Ha
**Energy relative to the best compared isomer or geometry (same formula, charge and spin)**: 95.92 kJ/mol
**Max |F|**: 2.3 eV Å⁻¹
**Highest occupied orbital energy**: -8.486 eV
**LUMO energy**: 0.035 hartree

Cartesian coordinates (Å):
C: 2.051 -1.190 -0.069
O: 1.570 0.100 -0.529
C: 0.304 0.376 -0.075
C: 0.017 1.828 -0.240
S: -0.955 -0.477 -1.006
C: -2.290 -0.660 0.259
H: 1.439 -2.083 -0.308
H: 2.997 -1.246 -0.602
H: 2.236 -1.202 0.995
H: 0.194 0.082 0.984
H: 0.915 2.367 0.123
H: 0.127 1.975 -1.337
H: -0.874 2.182 0.323
H: -2.365 0.296 0.751
H: -2.137 -1.437 1.037
H: -3.229 -0.909 -0.306

Cartesian forces, eV/Å:
C 0.42 0.40 -1.10
O 0.38 -1.41 0.20
C -0.97 0.23 1.61
C 1.90 1.20 -0.23
S -1.32 -1.70 -0.24
C -0.09 -0.64 -0.61
H -0.09 0.83 -0.22
H 0.13 -0.45 0.18
H -0.02 0.30 0.48
H 0.06 -0.06 -0.12
H -0.51 0.01 0.34
H -1.07 0.47 0.64
H 0.44 -0.25 -1.02
H -0.42 0.33 0.16
H 0.24 0.33 -0.66
H 0.92 0.42 0.59



[4]
Below is a 7-piece molecular cluster, C18H54BINO19PS6 overall at a distorted geometry, with properties calculated with ωB97M-V/def2-TZVPD.

**Structure (SMILES)**: CCOS(C)(=O)=O.CCOS(C)(=O)=O.CCOS(C)(=O)=O.CCOS(C)(=O)=O.CCOS(C)(=O)=O.CCOS(C)(=O)=O.NB(O)[PH3]I
**E_tot**: -5255.44012 Ha
**Max |F|**: 3.7 eV Å⁻¹
**Highest occupied orbital energy**: -8.282 eV
**LUMO energy**: -0.012 hartree

Cartesian coordinates (Å):
C: 4.198 4.277 -5.372
C: 3.775 4.475 -3.928
O: 2.452 4.008 -3.708
S: 2.206 2.406 -3.537
C: 0.556 2.504 -2.888
O: 3.081 1.903 -2.498
O: 2.147 1.802 -4.850
H: 4.304 3.214 -5.608
H: 5.159 4.764 -5.563
H: 3.449 4.688 -6.056
H: 4.479 3.995 -3.240
H: 3.778 5.546 -3.699
H: 0.585 3.020 -1.927
H: 0.184 1.486 -2.756
H: -0.072 3.041 -3.601
C: 6.794 10.093 -3.476
C: 6.370 10.291 -2.032
O: 5.048 9.824 -1.812
S: 4.802 8.222 -1.640
C: 3.152 8.320 -0.992
O: 5.677 7.719 -0.602
O: 4.743 7.618 -2.954
H: 6.899 9.030 -3.711
H: 7.755 10.580 -3.666
H: 6.045 10.504 -4.160
H: 7.074 9.811 -1.344
H: 6.374 11.362 -1.802
H: 3.181 8.836 -0.031
H: 2.780 7.302 -0.860
H: 2.524 8.857 -1.704
C: -0.023 9.396 5.518
C: 0.030 10.513 4.492
O: 1.368 10.899 4.215
S: 2.259 9.970 3.216
C: 3.570 11.136 2.940
O: 1.537 9.786 1.974
O: 2.790 8.854 3.968
H: 0.388 8.468 5.109
H: -1.054 9.203 5.826
H: 0.571 9.651 6.401
H: -0.494 10.231 3.573
H: -0.479 11.394 4.897
H: 3.162 12.012 2.432
H: 4.323 10.656 2.313
H: 4.006 11.411 3.902
C: -2.548 -4.962 1.510
C: -2.902 -5.602 2.839
O: -2.607 -4.737 3.926
S: -3.641 -3.524 4.262
C: -3.000 -3.126 5.869
O: -4.973 -4.069 4.420
O: -3.365 -2.417 3.372
H: -3.207 -4.115 1.295
H: -2.647 -5.684 0.694
H: -1.523 -4.578 1.524
H: -3.951 -5.915 2.861
H: -2.294 -6.503 2.974
H: -3.144 -3.983 6.529
H: -3.551 -2.263 6.249
H: -1.940 -2.880 5.776
C: -8.469 -8.747 -0.062
C: -8.417 -7.631 -1.087
O: -7.079 -7.245 -1.365
S: -6.188 -8.174 -2.364
C: -4.877 -7.008 -2.640
O: -6.909 -8.358 -3.606
O: -5.657 -9.289 -1.611
H: -8.059 -9.675 -0.471
H: -9.501 -8.941 0.246
H: -7.875 -8.492 0.821
H: -8.941 -7.913 -2.007
H: -8.926 -6.750 -0.683
H: -5.285 -6.132 -3.147
H: -4.124 -7.488 -3.267
H: -4.441 -6.732 -1.678
C: 2.203 -8.279 0.055
C: 1.850 -8.920 1.384
O: 2.144 -8.055 2.471
S: 1.110 -6.841 2.807
C: 1.752 -6.443 4.415
O: -0.222 -7.386 2.965
O: 1.387 -5.735 1.917
H: 1.545 -7.432 -0.159
H: 2.104 -9.001 -0.760
H: 3.229 -7.896 0.069
H: 0.801 -9.232 1.407
H: 2.458 -9.821 1.519
H: 1.608 -7.300 5.074
H: 1.201 -5.580 4.794
H: 2.811 -6.197 4.321
N: -2.718 -4.815 -1.572
B: -1.922 -4.939 -2.868
O: -1.681 -6.290 -3.486
P: -1.135 -3.411 -3.768
I: 0.086 -1.469 -4.748
H: -3.698 -4.532 -1.792
H: -2.208 -4.072 -1.025
H: -0.682 -6.262 -3.676
H: -0.501 -4.317 -4.718
H: -0.504 -3.089 -2.492
H: -2.427 -2.832 -4.076

Cartesian forces, eV/Å:
C 0.04 -0.32 -0.23
C 1.13 0.51 -0.38
O -0.95 -1.15 0.45
S -0.08 0.39 -0.07
C -0.01 0.20 0.02
O -0.42 0.29 -1.06
O 0.33 0.30 1.11
H 0.00 0.13 0.02
H -0.12 0.02 0.10
H 0.12 0.03 0.14
H -0.20 -0.06 -0.01
H -0.26 -0.28 0.10
H 0.07 -0.06 -0.16
H 0.20 0.04 -0.11
H 0.15 -0.09 0.06
C 0.03 -0.29 -0.24
C 1.06 0.35 -0.39
O -0.79 -1.01 0.40
S -0.27 0.35 0.22
C 0.06 0.22 -0.03
O -0.37 0.33 -1.13
O 0.40 0.28 0.98
H 0.01 0.14 0.04
H -0.11 0.00 0.08
H 0.12 0.03 0.14
H -0.19 -0.07 -0.01
H -0.31 -0.22 0.11
H -0.02 -0.08 -0.15
H 0.20 0.07 -0.06
H 0.14 -0.07 0.08
C 0.14 -0.35 0.03
C -1.08 -0.45 0.40
O 1.16 -0.16 -0.90
S 0.03 0.29 0.51
C -0.10 0.16 0.10
O 0.38 -0.22 0.95
O -0.65 0.71 -0.87
H -0.07 0.12 0.05
H 0.09 0.10 -0.05
H -0.14 0.04 -0.12
H 0.20 0.04 0.00
H 0.36 0.04 -0.19
H 0.00 -0.16 0.09
H -0.17 -0.10 0.08
H -0.11 -0.09 -0.12
C -0.13 0.11 -0.04
C -0.15 -0.76 -1.13
O -0.51 1.17 1.12
S 0.41 -0.45 -0.08
C 0.14 -0.13 0.01
O 0.95 0.55 -0.47
O -0.55 -0.85 0.57
H 0.01 -0.09 0.02
H 0.04 0.06 0.25
H -0.03 -0.17 0.04
H 0.04 0.20 0.13
H -0.09 0.38 0.26
H 0.00 0.10 -0.16
H -0.01 -0.11 -0.19
H -0.17 -0.04 -0.05
C 0.14 -0.35 0.03
C -1.03 -0.43 0.39
O 1.08 -0.12 -0.80
S 0.02 0.31 0.18
C -0.14 0.02 0.18
O 0.36 -0.20 1.10
O -0.64 0.68 -0.80
H -0.07 0.12 0.05
H 0.09 0.10 -0.05
H -0.14 0.05 -0.12
H 0.21 0.04 -0.01
H 0.35 0.04 -0.18
H -0.06 -0.16 0.04
H -0.13 -0.05 0.11
H -0.05 -0.14 -0.13
C -0.08 0.31 -0.19
C -0.17 -0.62 -1.06
O -0.53 1.03 0.95
S 0.53 -0.20 0.05
C 0.13 -0.15 0.00
O 0.96 0.43 -0.51
O -0.60 -0.92 0.55
H 0.06 -0.12 0.02
H 0.02 0.01 0.14
H -0.12 -0.15 0.02
H 0.07 0.14 0.13
H -0.05 0.26 0.30
H 0.00 0.10 -0.16
H -0.03 -0.10 -0.21
H -0.17 -0.05 -0.06
N 1.02 0.73 -1.90
B -0.86 -3.17 0.25
O 1.54 3.00 1.59
P -0.19 -1.51 1.04
I 0.61 1.16 -0.67
H 1.04 -0.07 0.68
H -1.33 -0.68 -0.62
H -2.20 -0.27 -0.16
H -0.14 0.85 0.15
H -0.23 0.27 -0.70
H 0.75 -0.13 0.11



[5]
Below is a 2-piece molecular cluster, C9H14 overall at a distorted geometry, with properties calculated with ωB97M-V/def2-TZVPD.

**Structure (SMILES)**: Cc1ccccc1.CC
**E_tot**: -351.29621 Ha
**Energy relative to the best compared isomer or geometry (same formula, charge and spin)**: 89.23 kJ/mol
**Max |F|**: 2.6 eV Å⁻¹
**Highest occupied orbital energy**: -9.030 eV
**LUMO energy**: 0.038 hartree

Cartesian coordinates (Å):
C: 1.567 -0.319 0.605
C: 0.174 -0.919 0.294
C: -0.777 -0.141 -0.376
C: -1.986 -0.720 -0.785
C: -2.208 -2.083 -0.555
C: -1.153 -2.869 -0.118
C: 0.001 -2.284 0.404
H: 1.881 -0.501 1.625
H: 1.388 0.749 0.444
H: 2.176 -0.683 -0.218
H: -0.512 0.897 -0.489
H: -2.606 -0.090 -1.408
H: -3.165 -2.470 -0.877
H: -1.364 -3.929 -0.031
H: 0.703 -2.998 0.817
C: 1.010 3.808 -0.374
C: 1.992 3.278 0.662
H: 0.597 4.774 -0.059
H: 1.622 4.165 -1.210
H: 0.188 3.139 -0.576
H: 2.751 2.608 0.267
H: 1.413 2.714 1.403
H: 2.494 3.951 1.365

Cartesian forces, eV/Å:
C -2.40 0.50 -0.83
C 1.40 0.11 -0.11
C -0.09 -1.14 0.78
C 1.20 0.47 0.04
C 0.18 1.06 -1.17
C -1.12 0.07 1.12
C -0.99 -1.03 -0.65
H 0.42 -0.22 -0.12
H 0.68 -0.11 0.27
H 0.70 -0.03 0.51
H -0.35 0.28 -0.38
H -0.64 -0.20 0.34
H 0.12 -0.41 0.02
H 0.41 -0.05 0.04
H 0.46 0.50 0.11
C 1.43 1.96 0.36
C -0.65 -0.81 1.55
H -0.33 -0.31 0.38
H -0.57 -0.71 -0.59
H 0.10 -0.23 -0.50
H -0.04 -0.04 -0.18
H 0.08 -0.39 -0.17
H 0.02 0.70 -0.81



[6]
Below is a 3-piece molecular cluster, C16H36BNO9 overall at a distorted geometry, with properties calculated with ωB97M-V/def2-TZVPD.

**Structure (SMILES)**: O=NOCBC[C@@H]1CO1.COCCOCCOC.COCCOCCOC
**E_tot**: -1387.59557 Ha
**Max |F|**: 2.9 eV Å⁻¹
**Highest occupied orbital energy**: -9.043 eV
**LUMO energy**: 0.002 hartree

Cartesian coordinates (Å):
O: -5.583 2.909 -0.263
N: -4.795 2.216 -0.776
O: -4.326 2.764 -1.963
C: -3.164 2.011 -2.399
B: -2.044 1.814 -1.318
C: -1.728 2.823 -0.162
C: -1.956 4.242 -0.633
C: -0.814 4.800 -1.647
O: -1.207 5.221 -0.160
H: -2.765 2.557 -3.251
H: -3.507 1.049 -2.769
H: -1.369 0.836 -1.422
H: -2.419 2.663 0.674
H: -0.689 2.777 0.142
H: -2.967 4.531 -0.887
H: -1.649 5.193 -2.296
H: -0.217 5.687 -1.833
C: -2.611 1.886 4.739
O: -1.734 0.788 4.635
C: -1.930 0.038 3.451
C: -0.656 -0.649 3.015
O: 0.292 0.210 2.403
C: 1.007 1.110 3.237
C: 2.051 0.457 4.111
O: 1.459 -0.170 5.236
C: 2.222 -1.248 5.726
H: -3.654 1.560 4.825
H: -2.339 2.437 5.637
H: -2.512 2.554 3.875
H: -2.278 0.690 2.639
H: -2.696 -0.727 3.638
H: -0.927 -1.365 2.236
H: -0.213 -1.210 3.840
H: 0.330 1.725 3.832
H: 1.531 1.771 2.543
H: 2.747 1.230 4.465
H: 2.611 -0.275 3.517
H: 2.391 -2.000 4.946
H: 1.657 -1.707 6.535
H: 3.190 -0.911 6.115
C: 2.491 -0.296 -1.230
O: 2.388 -1.008 -2.442
C: 3.585 -1.674 -2.796
C: 3.299 -2.898 -3.635
O: 2.805 -4.006 -2.902
C: 1.461 -3.961 -2.452
C: 0.431 -4.146 -3.541
O: 0.256 -2.955 -4.290
C: -0.178 -3.196 -5.607
H: 3.210 0.527 -1.312
H: 1.509 0.115 -1.005
H: 2.786 -0.958 -0.408
H: 4.135 -1.977 -1.898
H: 4.216 -0.987 -3.379
H: 4.251 -3.237 -4.048
H: 2.645 -2.649 -4.474
H: 1.261 -3.054 -1.879
H: 1.369 -4.811 -1.772
H: -0.529 -4.412 -3.077
H: 0.744 -4.966 -4.197
H: 0.519 -3.854 -6.140
H: -0.213 -2.237 -6.121
H: -1.179 -3.645 -5.625

Cartesian forces, eV/Å:
O -0.16 -0.02 -0.13
N 0.26 0.03 0.01
O 0.09 0.23 0.09
C -0.37 -0.35 0.38
B 0.34 -0.17 0.14
C -0.64 0.68 -0.50
C 1.85 -1.65 0.51
C -2.65 1.22 -0.19
O -0.47 0.96 -0.25
H 0.10 0.13 -0.15
H -0.07 -0.12 -0.19
H 0.02 0.02 -0.11
H 0.16 -0.23 0.25
H 0.09 -0.26 0.37
H -0.26 -0.08 -0.41
H 0.18 0.56 0.21
H 1.57 -0.99 0.00
C -0.01 -0.08 0.07
O 0.16 0.14 -0.12
C -0.06 -0.05 0.18
C 0.01 -0.12 -0.06
O 0.01 0.02 -0.05
C 0.01 0.11 -0.10
C -0.02 0.05 0.23
O -0.12 -0.15 -0.17
C -0.01 0.08 0.06
H -0.02 0.04 -0.04
H -0.01 -0.02 0.03
H -0.04 -0.01 -0.01
H 0.00 0.00 -0.02
H -0.04 0.02 -0.13
H 0.01 0.01 -0.01
H -0.03 0.11 0.11
H 0.00 -0.09 0.12
H 0.00 -0.01 -0.02
H 0.09 -0.02 -0.11
H 0.01 0.01 -0.03
H 0.05 0.01 0.00
H 0.00 0.03 0.03
H 0.03 -0.04 -0.03
C -0.04 0.06 -0.09
O -0.09 -0.18 0.13
C -0.07 0.16 -0.06
C 0.06 -0.03 -0.11
O 0.02 -0.04 0.01
C 0.01 -0.04 0.11
C -0.16 0.16 -0.01
O 0.23 -0.02 -0.07
C -0.07 0.05 0.06
H 0.03 -0.02 0.07
H -0.01 0.02 -0.02
H 0.05 0.04 0.01
H 0.01 -0.02 0.01
H 0.10 -0.05 0.06
H 0.00 -0.02 0.00
H -0.08 0.08 0.08
H -0.04 0.07 -0.11
H 0.01 -0.01 0.00
H 0.03 -0.14 -0.01
H 0.01 -0.02 0.01
H -0.04 -0.03 0.00
H -0.03 0.02 0.02
H 0.02 -0.04 -0.04